Formula: C3H5P3
Source: the Open Molecules 2025 dataset
Level of theory: wB97M-V/def2-TZVPD

Calculated values
* energy above the lowest of the compared OMol25 structures with the same formula, charge and spin: 185.5 kJ/mol
* M: 133.995 g mol⁻¹
* maximum force: 0.097 Eh/bohr

Each line ends with the Mulliken charge.
Cartesian coordinates (Å):
C -1.147 -0.639 -1.867  -0.07
C 0.343 -0.093 0.253  -0.22
C 1.121 0.831 1.347  -0.85
P -1.937 -1.872 -0.825  -0.08
P -0.635 -1.396 0.810  -0.13
P 0.217 0.178 -1.831  -0.04
H -1.466 -0.639 -2.991  0.27
H -0.571 0.585 0.225  0.27
H 2.253 0.548 1.277  0.23
H 0.666 0.517 2.305  0.33
H 1.155 1.980 1.296  0.29

Formula: C3H5PS
Source: the Open Molecules 2025 dataset
Level of theory: wB97M-V/def2-TZVPD

Calculated values
* energy above the lowest of the compared OMol25 structures with the same formula, charge and spin: 135.1 kJ/mol
* M: 104.114 g mol⁻¹
* maximum force: 0.096 Eh/bohr
* SMILES: C=CCP=S

Each line ends with the Mulliken charge.
Cartesian coordinates (Å):
C 1.215 0.583 -0.123  -0.52
C 0.156 -0.190 -0.391  -0.25
C -1.091 -0.692 0.817  -0.65
P -0.273 -1.743 2.022  0.15
S 0.966 -0.627 2.967  -0.26
H 2.025 0.742 -0.833  0.26
H 1.235 1.370 0.681  0.26
H 0.222 -0.830 -1.271  0.27
H -1.699 0.071 1.240  0.42
H -1.616 -1.342 0.214  0.33